Here is C25H52N6O7 as an isolated structure in a non-equilibrium geometry from OMol25. Energies are from ωB97M-V with the def2-TZVPD basis set.

Cartesian coordinates (Å):
1 C 4.271 16.456 -21.799
2 N 2.819 17.046 -21.810
3 C 2.172 16.698 -20.465
4 C 2.959 18.563 -22.038
5 C 1.906 16.479 -23.003
6 C 1.009 15.229 -22.705
7 O 1.863 14.087 -22.444
8 H 4.857 16.789 -20.942
9 H 4.755 16.782 -22.720
10 H 4.020 15.406 -21.946
11 H 2.133 15.609 -20.451
12 H 1.146 17.058 -20.391
13 H 2.732 17.085 -19.613
14 H 1.982 18.978 -21.790
15 H 3.148 18.815 -23.081
16 H 3.717 19.024 -21.405
17 H 2.340 16.547 -24.001
18 H 1.154 17.264 -23.075
19 H 0.501 14.882 -23.605
20 H 0.240 15.416 -21.955
21 H 1.676 13.570 -21.657
22 C -0.342 13.182 -19.567
23 C 0.702 14.078 -20.228
24 O 1.870 13.690 -20.410
25 O 0.276 15.203 -20.410
26 H -0.781 12.544 -20.334
27 H -1.188 13.687 -19.101
28 H 0.115 12.611 -18.758
29 C 1.676 13.183 -16.410
30 O 2.715 12.925 -15.741
31 N 0.747 14.122 -16.117
32 C -0.322 14.414 -17.027
33 C 0.889 15.125 -15.036
34 H 1.436 12.700 -17.369
35 H -1.194 14.848 -16.537
36 H -0.698 13.448 -17.365
37 H 0.012 15.080 -17.822
38 H 1.300 15.976 -15.579
39 H -0.098 15.445 -14.702
40 H 1.414 14.607 -14.233
41 C 4.090 14.835 -19.272
42 O 5.274 15.055 -19.542
43 N 3.236 15.578 -18.561
44 C 2.018 15.057 -17.958
45 C 3.633 16.849 -17.931
46 H 3.459 14.049 -19.715
47 H 2.013 15.108 -16.869
48 H 1.987 13.989 -18.171
49 H 1.223 15.577 -18.492
50 H 4.487 17.346 -18.391
51 H 2.800 17.546 -17.843
52 H 4.004 16.519 -16.961
53 C -0.103 19.494 -18.192
54 C 0.460 18.224 -18.874
55 O 1.331 18.237 -19.708
56 C 0.074 16.866 -18.265
57 H 0.031 19.479 -17.110
58 H -1.171 19.573 -18.398
59 H 0.253 20.403 -18.677
60 H 0.549 16.622 -17.315
61 H 0.345 16.140 -19.032
62 H -1.015 16.855 -18.296
63 C 0.576 13.469 -24.644
64 C -0.682 13.582 -23.814
65 O -1.568 14.374 -24.161
66 C -0.797 12.779 -22.593
67 H 1.236 14.324 -24.494
68 H 0.397 13.485 -25.719
69 H 1.071 12.519 -24.443
70 H -0.249 11.840 -22.670
71 H -1.820 12.544 -22.300
72 H -0.265 13.203 -21.741
73 C 0.917 10.978 -21.340
74 C 1.833 9.999 -20.692
75 N 2.543 9.229 -20.171
76 H 0.337 11.449 -20.546
77 H 0.161 10.481 -21.947
78 H 1.472 11.743 -21.882
79 C -1.776 15.970 -20.870
80 C -2.988 16.514 -21.482
81 N -3.946 16.900 -21.985
82 H -1.264 16.441 -20.031
83 H -1.141 15.617 -21.683
84 H -2.086 15.091 -20.305
85 C -3.187 12.259 -21.267
86 C -3.787 13.139 -20.234
87 N -4.279 13.784 -19.392
88 H -3.614 11.281 -21.044
89 H -2.138 12.149 -20.993
90 H -3.320 12.636 -22.281

Calculated values
Molar mass: 548.73 g mol⁻¹
Frontier orbital gap: 8.8171 eV

Charges obtained by Löwdin population analysis, quoted in units of e:
1. C 0.0417
2. N -0.2045
3. C -0.0826
4. C -0.0008
5. C 0.0120
6. C -0.2175
7. O -0.0807
8. H 0.0920
9. H 0.0962
10. H 0.1001
11. H 0.0892
12. H 0.0697
13. H 0.0852
14. H 0.0853
15. H 0.0971
16. H 0.1046
17. H 0.1310
18. H 0.1222
19. H 0.0327
20. H 0.0679
21. H -0.0765
22. C -0.0019
23. C -0.6708
24. O -0.0388
25. O -0.2260
26. H 0.0272
27. H 0.0757
28. H 0.0825
29. C -0.3373
30. O 0.0210
31. N -0.2350
32. C -0.0842
33. C 0.0080
34. H 0.1294
35. H 0.1216
36. H 0.0892
37. H 0.0258
38. H 0.0788
39. H 0.0930
40. H 0.1061
41. C -0.3310
42. O -0.0040
43. N -0.1819
44. C -0.1060
45. C -0.0172
46. H 0.1307
47. H 0.0813
48. H 0.0875
49. H 0.0139
50. H 0.1013
51. H 0.0878
52. H 0.1091
53. C 0.0168
54. C -0.3447
55. O -0.0276
56. C -0.0620
57. H 0.0890
58. H 0.0838
59. H 0.0819
60. H 0.0933
61. H 0.0256
62. H 0.1173
63. C -0.0252
64. C -0.4492
65. O 0.0715
66. C -0.0490
67. H 0.0725
68. H 0.1018
69. H 0.0953
70. H 0.0572
71. H 0.0195
72. H 0.0622
73. C -0.0837
74. C -0.2151
75. N 0.1218
76. H 0.0455
77. H 0.0921
78. H 0.0833
79. C -0.0559
80. C -0.2445
81. N 0.1281
82. H 0.0661
83. H 0.0729
84. H 0.0611
85. C -0.0596
86. C -0.2391
87. N 0.1489
88. H 0.1099
89. H 0.0317
90. H 0.1063